# 1
{
  "formula": "C20H40Br20",
  "method": "the ωB97M-V functional and the def2-TZVPD basis",
  "elements": ["C", "H", "H", "Br", "H", "C", "Br", "Br", "C", "H", "C", "H", "C", "H", "H", "H", "H", "H", "H", "Br", "H", "Br", "C", "C", "H", "H", "C", "Br", "H", "Br", "H", "H", "Br", "H", "H", "H", "H", "Br", "Br", "Br", "Br", "C", "Br", "H", "C", "H", "C", "C", "Br", "Br", "H", "H", "C", "H", "C", "H", "H", "H", "C", "C", "H", "Br", "H", "H", "H", "Br", "H", "C", "H", "H", "H", "C", "Br", "Br", "C", "H", "Br", "H", "H", "C"],
  "xyz": [[-4.78414, 3.80683, 2.16706], [-1.46249, -2.69414, -3.98833], [1.01566, 4.94670, -2.95124], [-3.14634, -4.11579, -3.02665], [4.00538, 3.16247, 1.80558], [3.49868, -2.98060, 0.85989], [-5.45241, 0.81732, -0.52370], [1.05023, 3.95033, -5.10912], [-1.13215, 4.75500, -3.39707], [-0.68004, -4.50034, 3.59999], [-0.44738, -4.63897, -3.52601], [4.37967, -3.45116, 1.29638], [2.55047, -2.73042, 2.09916], [0.78819, -1.44140, -0.40143], [-1.06205, 5.66455, -3.99366], [0.46942, -0.80060, 6.22182], [3.08464, -3.68077, 0.13433], [0.49557, 3.36502, -2.73558], [2.11494, 0.33960, 7.22646], [5.69575, 2.38366, -1.66820], [0.32871, -4.66248, -4.29101], [0.32131, -3.71901, -1.93516], [1.44702, 0.23184, -4.98787], [0.05282, -0.78927, 0.06979], [-0.11297, 0.87471, 1.36685], [-0.71641, -5.65513, -3.23767], [-2.35047, -5.14150, 2.24716], [0.95320, 1.80281, -0.69349], [0.90170, 1.12847, -4.69326], [-1.45727, 0.51873, -3.02054], [-3.54697, 2.40922, -1.11318], [3.52640, 3.25582, -0.71542], [-1.89682, 4.93152, -1.56191], [-3.88647, 0.93466, -3.13293], [-2.02370, -3.96886, -5.06727], [1.58501, -2.30454, 1.82599], [-4.65504, 3.22675, 3.08079], [6.22062, 2.07559, 1.89000], [3.27160, -0.10316, 5.06506], [-1.20979, -1.62852, 1.38630], [-1.59818, -6.55366, 4.75597], [-3.47816, 4.38845, 1.83010], [0.34675, -1.00172, -6.07358], [-3.48093, 4.86333, 0.84899], [0.41012, 0.26552, 6.00282], [-2.16653, -4.38917, 1.48017], [-3.57736, 1.32108, -1.05714], [-1.06937, -5.40340, 3.12991], [-0.09030, 0.40488, 4.10599], [-3.65152, -4.12126, 3.34903], [-1.74155, 4.07315, -3.99022], [-0.24704, -5.91638, 2.63118], [0.66472, 0.42306, 0.75098], [2.01413, 1.82950, 6.27082], [4.30025, 2.65533, -0.23722], [-3.02432, 4.99430, 2.61437], [-2.95127, -6.00519, 1.96227], [-5.19292, 3.09812, 1.44682], [1.88253, 0.74783, 6.24287], [-3.32535, 0.49141, -2.31026], [1.16279, -0.57899, -2.93375], [2.72242, -2.24140, -3.86653], [-0.37210, 0.72414, 6.60772], [1.58344, 0.22114, 1.30170], [2.73973, 0.16942, -3.18526], [2.23391, -4.48537, 3.07066], [-3.55223, -0.56709, -2.18295], [4.78129, 3.18219, 1.04029], [-2.88284, 0.96402, -0.29670], [2.17108, 0.62720, -5.70029], [5.19699, 4.17386, 0.86172], [-1.67216, -3.76161, -4.05654], [-2.19532, 2.87941, 1.72028], [-6.13726, 5.25651, 2.45787], [0.30401, 4.23304, -3.36639], [3.00061, -2.01041, 2.78259], [3.91729, -1.25675, -0.04532], [3.85047, 1.68132, -0.04457], [-0.54590, -0.57117, -0.81455], [1.93592, -0.37957, -3.67578]],
  "orbital_gap_ev": [8.096, 2.658],
  "spin_multiplicity": 2,
  "s_squared": 0.756,
  "e_tot_ev": -1422229.059,
  "e_lumo_ev": [-3.351, -8.790],
  "homo_energy_ha": [-0.4207, -0.4207],
  "charge": 1
}

# 2
{
  "formula": "C20H40Br2O8",
  "method": "the ωB97M-V functional and the def2-TZVPD basis",
  "elements": ["H", "C", "H", "H", "H", "H", "C", "H", "O", "O", "C", "H", "H", "C", "H", "H", "H", "H", "H", "H", "H", "H", "H", "C", "C", "H", "O", "H", "H", "O", "C", "C", "H", "C", "C", "C", "O", "C", "H", "H", "H", "H", "Br", "C", "H", "C", "H", "H", "H", "C", "H", "H", "C", "C", "H", "H", "Br", "H", "C", "H", "H", "H", "O", "H", "H", "O", "C", "O", "C", "H"],
  "xyz": [[-2.60103, -1.13863, -1.11779], [-7.19953, -0.52668, 5.27398], [4.15497, -4.13286, -4.52096], [-4.76682, -1.27729, 1.58440], [0.15969, 4.44668, -1.01645], [3.24736, -0.79986, -1.58194], [1.01025, 4.86175, -1.55823], [1.24909, 0.35520, -1.69056], [-6.09511, -1.09429, 4.56153], [-6.85729, -0.28086, 2.61103], [6.48117, 0.39702, 0.95707], [-5.25997, 3.16877, 2.77833], [6.43555, -3.69305, -1.58046], [-3.41978, 2.31887, 2.04762], [7.34962, 0.23669, 2.91136], [-6.83259, 0.28330, 5.90545], [3.28547, -2.86755, -3.67052], [-7.91392, -0.09429, 4.57449], [-1.67058, 1.48150, -4.00500], [4.92752, -0.89172, 0.43483], [4.28252, -2.44987, -5.06131], [5.45760, 0.05054, -0.94711], [4.91537, -4.50759, -1.92003], [5.81058, -0.47013, -0.05866], [-0.91285, -0.31444, -0.12295], [0.89099, 5.94283, -1.57930], [-0.78292, 0.79741, 0.31482], [-8.63596, -1.23521, 6.75018], [-0.55169, 0.77326, -5.14944], [6.26204, 1.58226, 1.00645], [5.77978, -4.02605, -2.38398], [0.99656, 4.32575, -2.97030], [-8.25957, -2.39063, 5.46589], [-4.92041, 2.45817, 2.03169], [-4.79353, -1.49884, 2.64630], [5.39685, -2.87288, -3.27234], [0.12674, 3.31266, -3.11396], [-7.84538, -1.60155, 6.10060], [1.55093, 0.28531, 0.03282], [-0.25227, 3.29897, -5.16532], [-7.09261, -2.11478, 6.70794], [7.05578, -1.31311, 2.12519], [-2.81619, 1.95165, 3.84454], [-6.03000, -0.88091, 3.24231], [-4.86463, -2.58494, 2.76509], [7.37477, -0.28070, 1.95567], [1.18148, 2.44287, -4.65165], [-0.20027, 0.76192, -3.42068], [-3.04379, 1.54476, 1.38211], [4.22125, -3.09644, -4.18734], [1.94175, 4.61121, -1.06089], [-3.88704, -1.19503, 3.16599], [-2.19025, -1.08132, -0.10407], [-0.60830, 1.36549, -4.23354], [2.05697, -2.09879, -1.76958], [6.29607, -4.78006, -2.98035], [-5.51905, 3.07198, 0.30561], [-5.39721, 1.50414, 2.23497], [0.14214, 2.65048, -4.38406], [8.39909, -0.29986, 1.58129], [2.72391, -1.85349, -0.18751], [6.39940, -1.29878, -0.46079], [6.05006, -1.85061, -3.30181], [-2.92453, -0.56846, 0.50840], [-2.07460, -2.11170, 0.22844], [1.68552, 4.72831, -3.87140], [1.33191, -0.32690, -0.84040], [0.07602, -1.00765, -0.70093], [2.43235, -1.32386, -1.09256], [-2.91947, 3.22192, 1.69780]],
  "smiles": "CCOC(C)=O.CCOC(C)=O.CCOC(C)=O.CC(C)=O.CC(C)=O.BrCCBr",
  "orbital_gap_ev": 10.012,
  "spin_multiplicity": 1,
  "e_tot_ev": -177854.568,
  "e_lumo_ev": 0.418,
  "homo_energy_ha": -0.3526,
  "charge": 0
}

# 3
{
  "formula": "C20H40N3P2RuS",
  "method": "the ωB97M-V functional and the def2-TZVPD basis",
  "elements": ["C", "C", "H", "H", "H", "H", "C", "H", "N", "C", "H", "H", "C", "H", "H", "C", "H", "C", "P", "H", "H", "N", "H", "C", "C", "C", "H", "H", "H", "H", "H", "H", "P", "H", "Ru", "H", "H", "C", "H", "S", "C", "H", "C", "H", "C", "H", "H", "C", "H", "H", "H", "H", "C", "C", "N", "H", "H", "H", "H", "H", "H", "C", "C", "H", "H", "H", "C"],
  "xyz": [[3.79011, 0.39611, 0.79191], [-2.44354, 1.11826, 1.38585], [0.57925, -1.73323, 1.43318], [-0.35251, 3.86608, 1.06550], [-0.68631, 1.37140, 5.67429], [2.40767, 3.28995, 0.79997], [-0.71983, 3.97742, 0.04674], [-3.37423, 0.74854, 1.82340], [0.22635, -3.42118, 0.22025], [0.67376, -2.80993, 1.46732], [-0.16527, 2.34888, -3.42986], [-0.50463, 4.99091, -0.30156], [1.79944, 3.48142, -1.28597], [0.06284, -3.19212, 2.28591], [-0.59489, 4.01489, -3.00984], [2.69912, 2.92284, -0.18713], [-0.78857, -3.65020, -3.92558], [-0.06733, -2.75317, -0.88370], [0.10717, 2.82464, -1.08485], [1.63905, 1.04232, 4.89341], [2.16615, 3.19470, -2.27265], [-0.75184, -3.29482, -1.88019], [3.30929, -0.37864, -1.96194], [-1.77584, -4.33711, -1.67602], [-0.68995, -2.79447, -3.26052], [-1.31740, 1.08013, 2.36671], [3.81861, 0.81110, 1.79605], [-2.04646, -4.40541, -0.62755], [4.02119, 1.23347, -2.09664], [-1.79345, -1.44676, 1.27699], [-2.86897, 1.85835, -1.06804], [2.37812, 0.92357, -2.69756], [2.48607, 1.11017, -0.24733], [1.73701, 4.57161, -1.27472], [0.13982, 0.71485, -0.00753], [1.22737, -5.14868, 0.79358], [4.74312, 0.63211, 0.31432], [-0.68393, 2.97001, -2.69913], [-1.50883, -2.10118, -3.45686], [0.66431, -1.14012, -1.20870], [0.32513, -4.89643, 0.23962], [3.69028, -0.68820, 0.84283], [0.02338, 0.92070, 1.88859], [0.42244, -5.27984, -0.76979], [0.82809, 1.05974, 4.17780], [2.08671, 0.73197, 2.51111], [-3.94191, 0.47948, -0.82240], [-2.90080, 0.77542, -0.97147], [-3.43914, -1.19142, 0.66996], [1.71369, -3.07904, 1.65532], [-2.52887, 0.31178, -1.88413], [-2.62543, 2.15303, 1.09207], [1.07476, 0.89521, 2.83796], [3.09444, 0.68714, -1.91172], [-2.06903, 0.34888, 0.17588], [-1.79958, 3.83777, 0.02251], [-2.65493, -4.03439, -2.24397], [-2.56043, 1.39558, 4.07952], [3.74383, 3.19516, -0.34625], [-1.73676, 2.70337, -2.67586], [0.26368, -2.31949, -3.46744], [-0.48829, 1.24749, 4.61667], [-1.54891, 1.25812, 3.71707], [-0.52867, -5.35077, 0.73834], [-1.44514, -5.30709, -2.04218], [-2.16238, -1.66186, -0.45652], [-2.37819, -1.07902, 0.43498]],
  "orbital_gap_ev": 6.628,
  "spin_multiplicity": 1,
  "e_tot_ev": -57829.436,
  "e_lumo_ev": -11.365,
  "homo_energy_ha": -0.6612,
  "charge": 3
}